22
Properties=species:S:1:pos:R:3 method="wB97M-V/def2-TZVPD" spin_multiplicity=1 e_above_lowest_kj_mol=353.04 smiles="C/C=C/C(C)=C(C)C"
C -3.021 -1.640 1.270
C -2.292 -0.850 0.190
C -0.928 -0.744 0.198
C 0.648 -0.223 -0.469
C 1.345 -1.336 -1.224
C 1.048 1.024 -0.330
C 2.340 1.547 -0.766
C 0.332 2.104 0.423
H -4.057 -1.112 1.540
H -2.386 -1.735 2.258
H -3.195 -2.574 0.850
H -2.904 -0.424 -0.605
H -0.711 -1.467 1.033
H 0.642 -2.085 -1.654
H 1.790 -1.962 -0.397
H 2.124 -0.979 -1.817
H 2.706 1.213 -1.779
H 3.170 1.308 -0.086
H 2.280 2.546 -0.970
H 0.695 2.134 1.382
H -0.730 1.869 0.504
H 0.456 3.101 0.082